56
Properties=species:S:1:pos:R:3:forces:R:3 method="wB97M-V/def2-TZVPD" largest_force_ha_per_bohr=0.129 energy_ha=-1810.0096 orbital_gap_ev=10.04 multiplicity=1
C -0.64024 2.11666 2.72853 0.31 -0.79 -0.43
O -2.08129 1.99248 2.42969 1.06 0.25 -0.87
C -2.35990 2.04883 0.99007 1.40 0.47 -1.47
C -3.41229 0.94203 0.41773 0.16 -0.07 -0.40
C -4.17127 0.01996 1.53064 -1.31 -0.59 -1.00
C -3.70573 -1.58202 1.40620 -1.43 0.02 0.45
Si -1.91175 -1.80562 2.07164 -2.08 -1.17 2.50
F -1.76229 -3.09192 3.29648 -0.10 2.53 -2.81
P -0.50114 -2.02531 0.38258 2.36 -2.64 -5.60
O -0.92740 -3.16245 -0.64344 1.48 3.92 4.04
O -0.30519 -0.52030 -0.53876 0.89 -2.46 2.46
O 1.08447 -2.33877 1.11774 -2.90 2.04 -0.18
H -0.19321 3.14896 2.36070 -0.95 -2.07 0.88
H -0.46668 1.92338 3.87555 -0.59 0.68 -2.28
H -0.09482 1.22831 2.16196 -0.83 1.90 1.00
H -1.31562 1.86475 0.44177 -2.26 0.34 0.99
H -2.69781 3.13688 0.64573 0.58 -2.18 1.07
H -4.19472 1.51355 -0.27919 1.64 -1.29 1.68
H -2.80864 0.22180 -0.31372 -1.29 1.55 1.58
H -4.13590 0.41040 2.63174 0.35 -0.70 -2.17
H -5.32624 0.01115 1.22887 2.53 -0.07 0.72
H -4.45099 -2.17782 2.12075 1.66 1.07 -1.56
H -3.86458 -2.00660 0.31543 0.32 1.00 2.27
H -1.55346 -0.54556 2.74497 0.27 -0.22 0.21
H 0.66873 -0.29360 -0.61312 -1.24 -0.28 -0.06
H 1.14938 -1.66559 1.86288 0.12 -1.15 -1.15
C 4.61394 0.98845 -1.34472 -0.49 0.14 0.22
C 3.48897 0.37876 -2.13771 -1.15 0.32 0.44
C 3.85823 -0.50489 -3.29912 -0.54 -0.10 -0.15
O 2.31324 0.59436 -1.84785 1.09 -0.36 -0.19
H 4.19841 1.60157 -0.53795 0.05 -0.13 -0.18
H 5.22786 0.19917 -0.90363 0.14 0.18 -0.24
H 5.22126 1.62650 -1.99169 0.16 -0.28 0.10
H 4.43841 -1.36069 -2.94511 0.15 0.16 -0.09
H 4.43188 0.06659 -4.03314 0.16 -0.13 0.12
H 2.94542 -0.87445 -3.77840 0.19 0.09 0.13
C -8.85390 -1.59359 0.50428 0.26 0.19 0.40
C -7.66106 -2.15697 -0.22088 1.47 0.12 0.56
C -7.91234 -2.86036 -1.52785 0.50 -0.12 -0.09
O -6.52479 -2.04684 0.23692 -1.50 -0.13 -0.59
H -8.52180 -1.11458 1.43150 -0.05 -0.12 -0.21
H -9.34779 -0.84412 -0.11925 -0.14 -0.19 0.00
H -9.54967 -2.39802 0.75587 -0.10 0.12 -0.17
H -8.36421 -2.16735 -2.24190 -0.17 -0.14 0.06
H -8.56616 -3.72120 -1.36682 -0.13 0.16 -0.11
H -6.96066 -3.21494 -1.93785 -0.21 0.09 0.12
C 9.64511 1.39955 0.32956 -0.27 -0.37 0.22
C 8.63054 1.68360 -0.74565 -1.32 -0.85 -0.06
C 8.94413 2.78598 -1.72160 -0.43 -0.05 -0.27
O 7.58546 1.03974 -0.82372 1.42 0.84 0.08
H 9.28538 0.57967 0.96032 0.06 0.19 -0.16
H 10.59371 1.10164 -0.12415 0.03 0.21 0.08
H 9.78330 2.28620 0.95348 0.19 -0.02 -0.13
H 9.86142 2.54983 -2.26670 0.05 0.17 0.15
H 9.05111 3.73438 -1.18909 0.21 -0.07 -0.07
H 8.12313 2.87841 -2.44058 0.18 -0.04 0.17